Run A
Formula: C4H7NO
Source: the OMol25 dataset
Level of theory: ωB97M-V/def2-TZVPD

```
! RIJCOSX wB97M-V def2-TZVPD def2/J DEFGRID3
* xyz 0 1
C 0.835 -0.122 1.385
C 0.534 -0.213 -0.114
C -0.775 -0.817 -0.591
O -1.636 0.356 -0.812
C -0.717 1.349 -0.989
N 0.500 1.134 -0.702
H 1.811 0.362 1.503
H 0.897 -1.120 1.834
H 0.105 0.472 1.947
H 1.284 -0.862 -0.568
H -1.130 -1.620 0.072
H -0.636 -1.230 -1.594
H -1.069 2.310 -1.369
*
```

Properties
SMILES: C[C@H]1COC=N1
Frontier orbital gap: 10.75 eV
Molecular weight: 85.1 g/mol
E_HOMO: -9.742 eV


Run B
Formula: C4H7NO
Source: the OMol25 dataset
Level of theory: ωB97M-V/def2-TZVPD

```
! RIJCOSX wB97M-V def2-TZVPD def2/J DEFGRID3
* xyz 0 1
N 2.202 -0.231 -0.006
C 1.037 0.479 -0.113
O 1.001 1.592 -0.604
C -0.174 -0.226 0.417
C -1.303 -0.476 -0.559
C -1.453 0.554 0.511
H 2.170 -1.224 0.169
H 3.009 0.136 -0.489
H 0.015 -0.999 1.158
H -1.160 -0.133 -1.580
H -1.836 -1.418 -0.463
H -2.116 0.349 1.347
H -1.392 1.596 0.211
*
```

Properties
SMILES: NC(=O)C1CC1
Frontier orbital gap: 10.82 eV
Molecular weight: 85.1 g/mol
E_HOMO: -9.846 eV


Most stable structure: run B